A molecular structure, C44H41I3N7OS2Ti, computed with wB97M-V/def2-TZVPD.

total charge	-2
E_HOMO (spin up / spin down)	-1.87 / -1.87	eV
orbital gap (spin up / spin down)	5.63 / 4.90	eV
multiplicity	2
calculated total energy	-4698.8024	a.u.

Each line ends with the Mulliken spin population.
Positions of all 99 atoms, in Å:
Ti 0.5833 -1.9127 -1.1134  -0.0099
S 1.4705 -4.3991 -1.5859  -0.0004
C -0.2283 -4.6143 -1.5928  0.0003
C -0.9211 -5.8372 -1.7128  -0.0001
C -2.2877 -5.8209 -1.8254  0.0002
C -2.9809 -4.6028 -1.8106  0.0036
C -2.2523 -3.4498 -1.6435  0.0081
N -0.9214 -3.4631 -1.5158  -0.0048
H -0.3517 -6.7559 -1.7374  0.0000
H -2.8318 -6.7521 -1.9351  0.0000
H -4.0555 -4.5574 -1.9152  -0.0003
H -2.7151 -2.4718 -1.6001  -0.0103
S 1.8459 0.2956 -0.9781  0.0024
C 2.3801 0.8980 0.6523  -0.0011
N 2.0918 2.1785 0.6820  0.0003
N 2.2909 2.7045 1.9548  0.0000
C 2.3115 4.0459 2.1466  0.0007
C 2.0430 4.9535 1.1054  -0.0008
C 2.0333 6.3154 1.3553  0.0005
C 2.2887 6.8273 2.6225  -0.0003
C 2.5637 5.9300 3.6525  0.0003
C 2.5775 4.5679 3.4286  -0.0005
N 2.8978 0.2423 1.6790  -0.0002
N 2.9922 -1.1514 1.5351  0.0040
C 4.2714 -1.7025 1.5925  -0.0003
C 4.5582 -2.9543 1.0318  0.0003
C 5.8421 -3.4715 1.0778  0.0002
C 6.8756 -2.7583 1.6697  -0.0001
C 6.6031 -1.5035 2.1986  0.0001
C 5.3233 -0.9745 2.1603  -0.0002
H 2.6690 2.0651 2.6448  0.0000
H 1.8505 4.5584 0.1187  0.0000
H 1.8218 6.9938 0.5355  0.0001
H 2.2771 7.8945 2.8045  0.0000
H 2.7691 6.3006 4.6510  0.0001
H 2.7835 3.8801 4.2411  -0.0001
H 3.7922 -3.4869 0.4837  0.0000
H 6.0400 -4.4191 0.5924  0.0000
H 7.8830 -3.1558 1.6798  0.0000
H 7.4013 -0.9184 2.6422  0.0000
H 5.1111 0.0108 2.5490  0.0000
N 1.9670 -3.1838 2.4597  0.0009
C 1.7847 -1.9206 1.7665  -0.0256
O 1.2044 -2.2538 0.5268  0.0084
C 0.7253 -1.0998 2.5097  0.0383
I 1.2983 -0.6505 4.5186  0.0004
H 2.1808 -3.9025 1.7811  -0.0005
H 2.7362 -3.1218 3.1154  0.0002
H -0.1695 -1.7082 2.5813  -0.0028
H 0.5179 -0.1492 2.0365  -0.0142
C -1.1091 -1.0178 -0.2320  0.3063
C -2.0930 -0.4929 0.2833  0.0041
C -3.1921 0.1002 0.8969  0.1379
C -3.1006 1.5373 1.2119  0.0813
C -4.1721 2.4121 1.0058  0.0697
C -4.0486 3.7616 1.2960  -0.0377
C -2.8575 4.2625 1.8061  0.0648
C -1.7835 3.4060 2.0069  -0.0405
C -1.8998 2.0605 1.7015  0.0635
C -4.3410 -0.7110 1.2550  0.0386
C -5.3406 -0.2581 2.1340  0.1171
C -6.4134 -1.0655 2.4712  -0.0732
C -6.5264 -2.3490 1.9515  0.1354
C -5.5353 -2.8213 1.0969  -0.0823
C -4.4610 -2.0222 0.7571  0.0994
H -5.0979 2.0302 0.5930  0.0037
H -4.8848 4.4272 1.1161  -0.0010
H -2.7622 5.3169 2.0345  0.0050
H -0.8455 3.7842 2.3925  -0.0015
H -1.0547 1.3965 1.8428  0.0194
H -5.2556 0.7249 2.5761  0.0138
H -7.1632 -0.6925 3.1592  -0.0036
H -7.3657 -2.9783 2.2204  0.0127
H -5.5963 -3.8259 0.6957  -0.0037
H -3.6844 -2.4023 0.1054  0.0436
C -0.0561 3.2798 -2.0695  0.0004
N -0.0440 2.2402 -3.0685  -0.0003
C -0.1157 2.7827 -4.3999  0.0003
C -1.0421 1.2120 -2.8099  0.0198
C -0.7519 -0.0516 -3.5873  -0.0294
C -1.2771 -0.1360 -4.8760  -0.0014
C -0.9295 -1.1637 -5.7417  0.0019
C -0.0359 -2.1260 -5.3059  0.0001
C 0.4294 -2.0823 -3.9956  0.0109
C 0.0667 -1.0805 -3.0818  0.0273
H -1.0056 3.8510 -2.0583  0.0003
H 0.7662 3.9734 -2.2573  -0.0001
H 0.1092 2.8505 -1.0823  -0.0008
H 0.7033 3.4889 -4.5500  0.0000
H -1.0697 3.3187 -4.5894  0.0000
H -0.0208 1.9904 -5.1412  0.0000
H -2.0498 1.5859 -3.0852  0.0047
H -1.0533 1.0022 -1.7412  -0.0040
H -1.9470 0.6483 -5.2171  -0.0003
H -1.3350 -1.1950 -6.7469  0.0001
H 0.2863 -2.9235 -5.9660  -0.0001
H 1.0962 -2.8818 -3.6846  0.0010
I 3.5152 -1.3079 -1.9326  0.0000
I 5.4036 -3.3976 -3.2067  -0.0001


A molecular structure, C44H41N7O6PSTi, computed with wB97M-V/def2-TZVPD.

total charge	-1
E_HOMO (spin up / spin down)	-3.14 / -5.06	eV
orbital gap (spin up / spin down)	5.12 / 6.84	eV
multiplicity	3
calculated total energy	-4125.1447	a.u.

Each line ends with the Mulliken spin population.
Positions of all 101 atoms, in Å:
Ti 0.2623 -1.2564 0.4281  0.2043
C 0.7566 -0.0034 -4.9663  -0.0184
C 0.8963 1.4646 -5.2590  0.0027
C 1.0304 1.8919 -6.5753  0.0010
C 1.1196 3.2389 -6.8929  0.0004
C 1.0992 4.1768 -5.8747  -0.0003
C 0.9855 3.7658 -4.5546  0.0003
C 0.8782 2.4162 -4.2213  -0.0042
P 0.6049 1.7936 -2.4996  0.0235
C 0.4077 3.4099 -1.6112  -0.0039
C -0.8504 3.9427 -1.9296  0.0050
C -1.3558 5.0755 -1.3248  -0.0001
C -0.6017 5.7054 -0.3469  -0.0001
C 0.6434 5.1991 -0.0240  -0.0003
C 1.1776 4.0602 -0.6328  0.0008
C 2.5635 3.6418 -0.2239  -0.0009
C 2.2809 1.1089 -2.1941  -0.0130
C 3.3940 1.8683 -2.5432  0.0000
C 4.6817 1.4015 -2.3560  -0.0021
C 4.8598 0.1270 -1.8465  0.0011
C 3.7697 -0.6705 -1.5592  -0.0047
C 2.4405 -0.2305 -1.7095  -0.0287
C 1.3720 -1.2312 -1.4770  0.0391
H 0.6635 -0.5782 -5.8875  0.0012
H -0.1282 -0.1816 -4.3494  0.0106
H 1.6207 -0.3778 -4.4132  0.0000
H 1.0544 1.1517 -7.3674  0.0001
H 1.2002 3.5498 -7.9272  0.0000
H 1.1714 5.2327 -6.1066  0.0000
H 0.9744 4.5135 -3.7728  0.0001
H -1.4455 3.4334 -2.6795  -0.0003
H -2.3394 5.4397 -1.5947  -0.0002
H -0.9818 6.5811 0.1647  0.0000
H 1.2379 5.7018 0.7312  0.0000
H 2.8508 4.1592 0.6925  0.0001
H 3.2919 3.8934 -0.9949  -0.0001
H 2.6181 2.5749 -0.0493  0.0005
H 3.2423 2.8512 -2.9754  -0.0001
H 5.5350 2.0122 -2.6236  0.0000
H 5.8615 -0.2610 -1.7021  -0.0001
H 3.9356 -1.7007 -1.2541  0.0049
H 1.8091 -2.2324 -1.5034  -0.0085
H 0.6207 -1.1544 -2.2599  -0.0017
O -5.3193 1.9512 -2.1180  0.0010
C -4.6564 0.9224 -2.8311  -0.0123
C -3.6087 0.2711 -1.9837  0.0623
C -2.8409 -0.7744 -2.5603  0.1217
C -1.7867 -1.2753 -1.8555  0.0020
N -1.4234 -0.8271 -0.6393  0.0772
C -2.3064 0.0028 0.0194  0.1723
C -3.3723 0.6083 -0.6844  0.0328
C -2.1385 0.0741 1.4289  0.1144
C -3.2159 0.3410 2.2993  0.0226
C -3.1049 0.1063 3.6433  0.0709
C -4.3085 0.1733 4.5484  -0.0031
O -5.4919 -0.3103 3.9284  0.0024
C -1.8484 -0.3242 4.1376  0.1049
C -0.8307 -0.5413 3.2496  -0.0457
N -0.9378 -0.3894 1.9199  0.1394
H -5.9675 2.3544 -2.6988  0.0003
H -4.1698 1.3224 -3.7318  0.0020
H -5.3652 0.1517 -3.1626  0.0014
H -3.0762 -1.1540 -3.5461  0.0159
H -1.1914 -2.0841 -2.2619  0.0066
H -3.9758 1.3644 -0.2026  0.0047
H -4.1667 0.6471 1.8829  0.0084
H -4.5328 1.2025 4.8376  0.0035
H -4.0954 -0.3911 5.4634  0.0024
H -5.2825 -1.1552 3.5151  -0.0018
H -1.7026 -0.5268 5.1902  0.0172
H 0.1240 -0.8991 3.6101  0.0182
N 2.3911 0.4280 3.3823  -0.0002
C 2.5002 0.1429 2.0585  -0.0024
N 3.7118 -0.2494 1.6406  0.0043
O 1.5483 0.3733 1.2783  0.0008
H 3.0744 0.0724 4.0286  0.0001
H 1.4817 0.6735 3.7288  0.0000
H 4.2728 -0.8183 2.2635  -0.0031
H 3.7526 -0.5042 0.6678  0.0006
O -0.2368 -5.8781 6.9359  -0.0001
C -1.3931 -5.3445 6.4629  0.0001
O -2.3813 -5.3985 7.1460  0.0006
C -1.3306 -4.7511 5.1102  0.0078
C -2.4971 -4.6893 4.3457  -0.0015
C -2.4697 -4.2232 3.0499  0.0034
C -1.2757 -3.7781 2.4534  0.0008
S -1.3107 -3.2895 0.7862  0.0058
C -0.1206 -3.7887 3.2525  0.0211
C -0.1470 -4.2711 4.5444  -0.0166
H 0.4432 -5.8474 6.2551  -0.0001
H -3.4193 -5.0334 4.7971  -0.0002
H -3.3741 -4.1918 2.4548  0.0007
H 0.8087 -3.4283 2.8479  0.0050
H 0.7686 -4.2286 5.1277  -0.0025
O 1.5203 -2.2941 1.0050  -0.0422
N 1.8763 -3.5214 0.5548  0.4297
C 2.8518 -4.1285 1.2908  0.2731
C 3.3854 -3.5803 2.4674  -0.0413
N 3.8091 -3.0588 3.4178  0.1421
C 3.3497 -5.3678 0.8386  -0.0301
N 3.7941 -6.3711 0.4762  0.0950


> Look up the calculated total energy of the second one.

-4125.1447 a.u.


> Which value of total charge does entry 2 give?

-1


> Number 2 is which compound?

C44H41N7O6PSTi